1.
Below is 2 unconnected molecules or ions with the total composition C14H30NO7S2, with properties calculated with ωB97M-V with the def2-TZVPD basis set.

```
! wB97M-V def2-TZVPD RIJCOSX def2/J DEFGRID3
* xyz -1 1
C -5.180 -5.119 2.543
C -3.715 -5.133 2.099
C -3.463 -4.282 0.853
C -2.141 -4.611 0.159
C -1.664 -3.523 -0.808
C -0.197 -3.676 -1.246
C 0.610 -2.364 -1.249
C 2.089 -2.579 -0.937
C 3.008 -1.326 -1.255
N 2.381 -0.160 -1.769
C 1.806 0.649 -0.744
C 0.398 1.183 -1.144
C 0.447 2.666 -1.516
S -1.155 3.432 -1.652
O -2.198 2.474 -1.874
O -1.090 4.592 -2.496
O -1.345 4.018 -0.157
H -5.290 -5.362 3.601
H -5.769 -5.836 1.967
H -5.616 -4.130 2.378
H -3.079 -4.774 2.913
H -3.397 -6.160 1.889
H -4.293 -4.436 0.153
H -3.471 -3.222 1.128
H -2.264 -5.549 -0.395
H -1.364 -4.775 0.914
H -1.812 -2.545 -0.337
H -2.321 -3.530 -1.686
H 0.300 -4.414 -0.607
H -0.176 -4.089 -2.261
H 0.526 -1.855 -2.209
H 0.184 -1.689 -0.499
H 2.453 -3.461 -1.482
H 2.170 -2.835 0.129
H 3.577 -1.134 -0.313
H 3.764 -1.674 -1.976
H 1.694 0.120 0.227
H 2.424 1.548 -0.505
H 0.087 0.613 -2.019
H -0.341 1.023 -0.350
H 0.995 3.256 -0.782
H 0.883 2.807 -2.507
H -0.849 3.466 0.464
C 3.684 7.185 0.581
C 2.419 7.590 1.316
O 1.720 6.352 1.483
S 2.756 5.149 1.686
O 2.906 4.859 3.066
O 2.427 4.139 0.749
O 4.054 5.948 1.205
H 3.501 7.012 -0.481
H 4.503 7.886 0.716
H 1.782 8.258 0.743
H 2.638 8.020 2.295
*
```

The calculation puts the frontier orbital gap at 3.663 eV.

2.
Below is a molecular structure, C14H30NaO14, with properties calculated with ωB97M-V with the def2-TZVPD basis set.

```
! wB97M-V def2-TZVPD RIJCOSX def2/J DEFGRID3
* xyz -1 1
Na 15.337 24.115 14.620
C 16.668 22.880 11.472
O 16.800 23.736 12.539
H 15.708 22.413 11.253
H 17.092 23.249 10.538
H 17.345 22.029 11.542
C 16.184 26.805 16.438
O 16.894 26.465 15.260
H 16.662 26.678 17.409
H 15.764 27.807 16.529
H 15.409 26.052 16.580
C 11.025 22.149 13.721
O 11.920 21.069 13.281
C 13.209 21.163 13.394
O 13.825 22.157 13.877
O 13.721 20.076 12.864
C 15.056 19.840 12.969
H 11.447 23.147 13.829
H 10.723 21.820 14.715
H 10.124 22.103 13.109
H 15.280 19.308 12.044
H 15.288 19.167 13.794
H 15.553 20.807 13.042
C 12.890 25.121 21.397
O 13.105 24.941 19.993
C 12.511 23.875 19.451
O 11.801 23.018 19.989
O 12.954 23.822 18.134
C 12.606 22.869 17.217
H 11.892 24.749 21.630
H 12.973 26.196 21.556
H 13.655 24.578 21.952
H 13.142 23.054 16.286
H 11.547 22.997 16.994
H 12.845 21.826 17.426
C 15.296 20.076 17.165
O 16.104 20.904 17.995
C 16.102 22.204 17.800
O 15.818 22.846 16.750
O 16.745 22.656 18.854
C 16.616 24.049 19.150
H 15.149 20.371 16.126
H 14.272 20.153 17.528
H 15.748 19.092 17.292
H 15.774 24.485 18.613
H 17.550 24.544 18.884
H 16.404 24.118 20.217
C 12.951 24.721 11.752
O 12.064 25.239 12.755
C 12.466 25.721 13.951
O 13.639 25.914 14.315
O 11.377 25.896 14.694
C 11.503 26.489 15.986
H 13.374 25.491 11.107
H 12.517 24.088 10.978
H 13.768 24.245 12.293
H 10.546 26.665 16.477
H 12.026 27.435 15.848
H 12.161 25.824 16.544
*
```

The calculation puts the frontier orbital gap at 4.231 eV. The calculation puts the energy above the lowest of the compared OMol25 structures with the same formula, charge and spin at 0.0 kcal/mol.

3.
Below is 3 unconnected molecules or ions with the total composition C14H30O8S3, with properties calculated with ωB97M-V with the def2-TZVPD basis set.

```
! wB97M-V def2-TZVPD RIJCOSX def2/J DEFGRID3
* xyz 0 1
C 3.258 -3.153 -0.100
C 1.877 -2.706 0.403
C 0.907 -3.872 0.678
C -0.075 -3.679 1.853
C -1.530 -3.441 1.433
C -1.791 -2.156 0.642
O -0.776 -1.154 0.937
S -1.419 0.229 1.448
O -1.839 0.030 2.828
O 0.002 1.071 1.490
O 1.035 0.435 2.252
H 3.314 -3.161 -1.193
H 4.041 -2.476 0.246
H 3.503 -4.159 0.255
H 1.427 -2.016 -0.319
H 1.989 -2.122 1.323
H 0.331 -4.107 -0.228
H 1.510 -4.765 0.877
H 0.259 -2.877 2.518
H -0.082 -4.594 2.457
H -1.859 -4.289 0.821
H -2.165 -3.439 2.327
H -1.788 -2.315 -0.438
H -2.775 -1.753 0.907
H 0.673 0.452 3.153
C -5.781 2.815 -1.395
C -5.582 2.755 -2.916
C -4.439 1.771 -3.188
S -4.466 0.591 -1.828
O -3.248 0.733 -1.066
O -4.866 -0.710 -2.296
C -5.800 1.367 -0.918
H -6.701 3.331 -1.126
H -4.949 3.347 -0.928
H -6.498 2.398 -3.391
H -5.356 3.736 -3.332
H -4.552 1.213 -4.114
H -3.463 2.252 -3.163
H -5.607 1.236 0.144
H -6.720 0.857 -1.201
C 3.636 2.926 0.475
C 5.015 3.386 -0.018
C 6.026 2.310 0.392
S 5.106 0.760 0.453
O 5.094 0.291 1.816
O 5.541 -0.115 -0.606
C 3.508 1.465 0.063
H 2.832 3.526 0.051
H 3.577 3.008 1.562
H 5.000 3.483 -1.105
H 5.291 4.355 0.395
H 6.843 2.185 -0.315
H 6.423 2.475 1.391
H 2.746 0.909 0.607
H 3.361 1.356 -1.011
*
```

The calculation puts the frontier orbital gap at 10.600 eV.